DFT (wB97M-V/def2-TZVPD) results for a 2-piece molecular cluster, C5H14N2O2S overall.

As for the LUMO energy: 0.0304 hartree. As for the energy relative to the best compared isomer or geometry (same formula, charge and spin): 10.76 kcal/mol. The HOMO-LUMO gap is 10.29 eV. Its net charge is 0. As for the SMILES: C[S@@](=N)(=O)O.C=NC(C)C.

Geometry (Å):
C1 3.2484 -1.1199 -0.4606
C2 2.1811 1.1520 -0.7069
C3 0.8580 -1.4685 1.1031
C4 -3.7425 1.6804 0.1783
C5 1.9494 -0.3595 -0.7213
N1 -2.8673 -0.6062 1.4361
N2 0.8580 -0.6263 0.1785
O1 -1.3990 0.8112 -0.0486
O2 -3.1882 -0.5829 -1.1037
S1 -2.8234 0.1272 0.1002
H1 3.6406 -0.8748 0.5243
H2 3.0949 -2.1955 -0.5264
H3 3.9819 -0.8345 -1.2090
H4 2.5637 1.4605 0.2623
H5 1.2471 1.6715 -0.8957
H6 2.9050 1.4250 -1.4697
H7 -0.5927 0.2259 0.0521
H8 -0.0482 -1.5598 1.6910
H9 1.6867 -2.1208 1.3643
H10 -4.7980 1.4507 0.2384
H11 -3.4060 2.1979 1.0647
H12 -3.5171 2.2390 -0.7184
H13 1.5629 -0.6360 -1.7122
H14 -3.3952 -1.4566 1.3791


DFT (wB97M-V/def2-TZVPD) results for a 2-piece molecular cluster, C6H16N2O overall.

As for the LUMO energy: 0.0157 hartree. As for the energy relative to the best compared isomer or geometry (same formula, charge and spin): 98.52 kcal/mol. The HOMO-LUMO gap is 8.98 eV. Its net charge is 0.

Geometry (Å):
C1 0.3763 0.4302 -1.4151
C2 -0.2551 0.7185 -0.0319
C3 0.9946 -1.1949 2.6323
C4 -1.1971 -0.3842 0.4932
C5 1.6723 -0.3931 -1.3262
C6 -1.0466 2.0250 -0.1009
N1 -0.6461 -1.6813 0.8069
N2 -0.6140 -0.1360 -2.3223
O1 0.4975 -0.1463 3.2813
H1 -0.2196 -0.4234 3.8759
H2 -0.0839 -2.0424 0.0461
H3 0.6514 1.4032 -1.8430
H4 0.5615 0.8479 0.6860
H5 -0.2605 -0.1288 -3.2728
H6 -0.8127 -1.1010 -2.0788
H7 -0.0405 -1.7159 1.6975
H8 1.8145 -0.7893 2.0036
H9 -1.6724 -0.0124 1.4070
H10 -1.9971 -0.5352 -0.2386
H11 2.3947 0.1001 -0.6790
H12 2.1172 -0.4910 -2.3166
H13 1.4946 -1.3963 -0.9425
H14 -1.4865 2.2613 0.8660
H15 -0.4014 2.8520 -0.3909
H16 -1.8412 1.9332 -0.8372


DFT (wB97M-V/def2-TZVPD) results for C4H10N2 as an isolated structure.

As for the LUMO energy: -0.0782 hartree. As for the energy relative to the best compared isomer or geometry (same formula, charge and spin): 200.34 kcal/mol. The HOMO-LUMO gap is 5.56 eV. Its net charge is 0.

Geometry (Å):
C1 -0.8414 0.1127 -1.8844
C2 0.4036 -0.3489 -1.3064
C3 -0.0465 -1.1393 0.4433
N1 1.4333 0.6117 2.0208
C4 0.1474 0.8108 1.9605
N2 -0.8368 -0.3361 1.2397
H1 -0.8782 0.5922 -2.8639
H2 1.1179 0.5139 -1.1003
H3 -1.5899 0.5411 -1.2758
H4 0.8993 -1.0193 -2.0073
H5 -1.7289 -0.9079 -1.9680
H6 -0.6220 -2.1365 0.0130
H7 1.0402 -1.1555 0.7028
H8 -0.1017 1.5509 1.1963
H9 2.1435 1.2961 1.9566
H10 -0.5397 1.0142 2.8734